{
  "formula": "C24H12Co2F6O8S",
  "method": "the ωB97M-V functional and the def2-TZVPD basis",
  "homo_energy_ev": -1.115,
  "charge": -2,
  "total_energy_ev": -143851.830,
  "lumo_energy_ev": 4.3,
  "spin_multiplicity": 1,
  "relative_energy_kj_mol": 344.38,
  "elements": ["Co", "Co", "S", "F", "F", "F", "F", "F", "F", "O", "O", "O", "O", "O", "O", "O", "O", "C", "C", "C", "C", "C", "C", "C", "C", "C", "C", "C", "C", "C", "C", "C", "C", "C", "C", "C", "C", "C", "C", "C", "C", "H", "H", "H", "H", "H", "H", "H", "H", "H", "H", "H", "H"],
  "positions_angstrom": [[0.77, 0.82, -4.16], [-0.73, -1.94, -3.62], [2.12, 0.33, 2.39], [3.64, -1.55, 1.52], [-5.31, -1.15, 2.27], [-4.97, -0.09, 4.17], [-4.96, 1.02, 2.27], [4.70, 0.07, 2.60], [3.48, -1.40, 3.71], [-0.35, -4.39, -2.02], [0.38, 0.49, -7.06], [1.74, 0.68, 0.98], [-1.13, -2.51, -6.50], [3.54, 1.70, -3.78], [1.78, 1.34, 3.46], [-3.10, -0.37, -2.69], [-1.26, 2.54, -2.83], [3.59, -1.65, -3.41], [3.62, -0.73, 2.57], [-2.30, 0.71, 2.73], [-3.16, -0.37, 2.75], [-2.64, -1.66, 2.77], [1.38, -0.64, -1.56], [2.62, -1.38, -4.36], [-1.29, -1.88, 2.82], [1.16, -1.25, -4.03], [-0.51, -3.44, -2.64], [4.37, -1.21, -6.01], [0.97, -1.00, 2.74], [2.45, 1.41, -3.92], [4.92, -1.67, -3.73], [-4.65, -0.14, 2.86], [0.63, -0.60, -2.80], [3.03, -1.17, -5.67], [0.50, 0.65, -5.94], [-0.49, 1.89, -3.36], [-0.99, -2.29, -5.39], [-0.38, -0.78, 2.79], [-2.19, -0.96, -3.05], [-0.94, 0.53, 2.76], [5.31, -1.47, -5.04], [1.37, -1.99, 2.87], [-0.27, 1.38, 2.81], [-2.72, 1.71, 2.73], [-3.32, -2.50, 2.77], [4.70, -1.01, -7.02], [-0.89, -2.88, 2.85], [2.30, -0.95, -6.43], [5.67, -1.82, -2.97], [3.29, -1.89, -2.40], [0.84, -0.73, -0.62], [6.36, -1.58, -5.31], [2.39, -0.29, -1.51]],
  "nbo_charge": [-0.10, -0.03, 1.93, -0.30, -0.34, -0.34, -0.33, -0.32, -0.30, -0.56, -0.58, -0.90, -0.56, -0.57, -0.91, -0.54, -0.54, -0.18, 0.77, -0.17, -0.29, -0.17, -0.15, -0.11, -0.28, -0.25, 0.48, -0.22, -0.76, 0.45, -0.22, 0.98, -0.39, -0.20, 0.52, 0.52, 0.53, -0.02, 0.54, -0.24, -0.25, 0.20, 0.22, 0.20, 0.20, 0.20, 0.19, 0.22, 0.20, 0.20, 0.22, 0.19, 0.18]
}

=====

{
  "formula": "C24H13Br4N4O4S2Ti",
  "method": "the ωB97M-V functional and the def2-TZVPD basis",
  "homo_energy_ev": [-3.654, -3.655],
  "charge": -1,
  "total_energy_ev": -364209.026,
  "lumo_energy_ev": [1.3, 1.3],
  "spin_multiplicity": 1,
  "elements": ["Br", "Br", "Br", "Br", "Ti", "S", "S", "O", "O", "O", "O", "N", "N", "N", "N", "C", "C", "C", "C", "C", "C", "C", "C", "C", "C", "C", "C", "C", "C", "C", "C", "C", "C", "C", "C", "C", "C", "C", "C", "H", "H", "H", "H", "H", "H", "H", "H", "H", "H", "H", "H", "H"],
  "positions_angstrom": [[4.65, -2.05, -3.61], [4.55, -1.76, -0.29], [-0.50, 0.45, -3.85], [2.07, -1.02, -5.40], [0.09, 0.13, 1.00], [0.35, 1.32, 3.24], [-0.05, -2.58, 4.31], [1.86, -0.50, 0.57], [1.10, 1.70, 2.02], [-0.83, 2.11, 3.45], [0.04, 0.57, -0.83], [-0.62, -1.71, 0.59], [0.05, -0.26, 3.00], [-2.64, -0.57, 0.93], [-1.82, 0.51, 0.94], [1.71, 0.44, 7.36], [2.09, -0.80, -3.53], [-2.73, -2.93, 0.70], [1.69, 2.12, 5.64], [0.28, -0.97, 4.14], [1.00, -0.19, -2.89], [-0.01, -2.88, 0.32], [-2.00, -1.71, 0.78], [1.18, 1.16, 4.79], [-2.45, 1.72, 0.66], [3.16, -1.25, -2.77], [-2.08, -4.08, 0.40], [1.97, 1.74, 6.94], [-3.85, 1.79, 0.49], [-0.67, -4.06, 0.19], [3.14, -1.13, -1.37], [-2.32, 4.09, 0.18], [-3.70, 4.15, 0.04], [-4.45, 2.99, 0.19], [0.99, -0.02, -1.52], [0.91, -0.15, 5.19], [-1.70, 2.89, 0.48], [1.19, -0.51, 6.50], [2.05, -0.57, -0.73], [-4.18, 5.10, -0.19], [1.07, -2.84, 0.20], [-2.62, -5.02, 0.30], [-0.13, -4.96, -0.04], [-3.79, -2.89, 0.89], [-0.63, 2.85, 0.57], [-4.42, 0.88, 0.60], [-5.53, 3.03, 0.05], [0.97, -1.52, 6.83], [1.86, 3.13, 5.29], [-1.73, 4.98, 0.05], [2.37, 2.47, 7.63], [1.91, 0.17, 8.39]],
  "nbo_charge": [0.07, 0.07, 0.08, 0.07, 1.48, 2.25, -0.08, -0.68, -0.87, -0.88, -0.66, -0.58, -0.85, -0.38, -0.41, -0.20, -0.15, -0.24, -0.20, 0.09, -0.19, 0.09, 0.34, -0.23, 0.15, -0.17, -0.18, -0.20, -0.24, -0.35, -0.16, -0.22, -0.26, -0.21, 0.31, -0.11, -0.18, -0.15, 0.24, 0.20, 0.21, 0.20, 0.21, 0.22, 0.20, 0.24, 0.20, 0.24, 0.23, 0.20, 0.22, 0.22]
}